ORCA calculation (ωB97M-V/def2-TZVPD) on a structure of composition C39H51Cl5FN4OSSi2V at a distorted geometry.

The geometry in ORCA input format:
```
! RIJCOSX wB97M-V def2-TZVPD def2/J DEFGRID3
* xyz 0 3
C -0.6835 3.6628 -1.3280
V 2.4021 -0.3987 0.0532
H -3.0807 -2.4701 0.9741
H -6.7452 0.4206 -4.2340
C 2.0699 -1.8823 -2.2707
H 1.8915 1.1340 4.6753
H 4.8312 -1.2216 3.7067
H -5.3975 -0.9492 0.7455
C -0.9339 -2.3133 1.1559
H 3.1147 2.8859 1.1116
C -6.8767 -0.0223 2.0175
C 3.6990 1.5217 -3.6203
C 4.0443 -3.7813 -2.3004
C -6.3386 0.9738 -3.3623
C 1.7564 2.2409 -1.0606
H 3.5412 1.3427 5.1441
H -6.2468 0.4111 -1.2459
S -3.1927 0.0324 -0.9772
Cl 3.4285 -4.7166 -4.7914
H -0.8065 -5.3910 -1.2254
H -4.4102 0.2661 -3.6467
H 3.7133 2.5163 -4.1056
C -7.0647 0.5742 3.3934
C -4.3699 0.5840 1.8800
H -3.0947 2.1594 -2.9239
Cl 5.1459 -2.9531 -0.0349
H -7.5105 -0.9269 1.9784
N 2.8074 1.3923 -0.8416
H 6.5102 0.9183 -1.1609
H -4.4146 3.2199 -3.1508
H -5.2200 -1.3285 2.4383
H -3.3913 0.1702 1.7320
H -7.1990 0.6414 1.1886
H -5.9893 -0.8266 -2.3857
C -0.6283 2.5795 -0.4308
H 4.6177 -3.3079 4.8659
C -4.1542 2.2472 -2.7238
Cl 1.0438 -2.6582 -4.6857
H -4.7827 1.6235 -4.6392
C 2.9030 0.7734 4.4865
C 5.5920 0.4054 -1.4017
N -4.5292 2.3182 -1.3595
C -6.6158 0.0215 -2.1837
C 3.8525 -3.0443 4.1427
H 2.6591 1.1869 -3.7332
H 4.4767 3.6913 -0.5676
H 3.0936 3.5756 2.7339
C 2.7698 2.6995 2.1298
N -4.4872 1.6091 0.8133
Cl 0.6017 -0.9003 -2.2035
H 1.3096 -4.1854 -0.5765
H -0.8804 -1.4672 1.8165
C -4.0836 1.3588 -0.4904
C -5.4397 -0.4994 1.7407
H -1.5917 4.2441 -1.3484
Si 4.2548 1.6292 -1.7984
C 4.9417 3.2957 -1.4760
H -3.0081 -4.4330 -0.4461
C 0.2834 -2.8168 0.6691
C 1.6028 3.2831 -1.9688
O 1.4656 -2.1172 0.9610
C 2.1344 -2.7869 -3.3564
C 3.9869 -2.8021 -1.3541
Cl 5.2231 -5.0269 -2.1710
H 4.2503 0.8676 -4.2498
H -7.1316 -0.2339 4.1579
H 5.9597 1.3298 2.0219
C 2.2615 -2.5289 2.0588
C -2.1100 -2.9545 0.7598
H -1.4380 2.1850 0.1251
H -6.2457 1.2297 3.6719
C -2.0775 -4.0247 -0.1226
C 5.3466 1.4154 2.9485
C 0.3347 -3.8879 -0.2262
H 5.7336 -0.2876 -2.2385
C 2.0984 -3.7581 2.6774
C 4.0331 -1.8794 3.4660
H 1.6633 2.6737 2.1082
C 0.5839 1.9730 -0.2979
H -8.0274 1.1372 3.4265
C 2.9843 -1.7985 -1.2850
H 6.0421 3.2934 -1.4248
C 0.4403 4.0217 -2.0464
C -4.8415 1.2265 -3.6206
H 4.6742 3.9655 -2.2627
N 3.2193 -0.3166 1.7322
C 2.8802 -4.0246 3.7571
H 2.7433 -4.9990 4.3138
H 2.3950 3.5815 -2.6420
Si 3.5037 1.0878 2.7801
H -7.6682 -0.3058 -2.0894
H -4.4153 1.0866 2.8184
C -0.8276 -4.5164 -0.5891
H 0.3187 4.8865 -2.7210
C 3.1983 -1.5982 2.3947
H 5.3402 2.4204 3.3726
H 2.9978 -0.2616 4.9194
H 5.3427 -0.1246 -0.5009
C 3.1788 -3.7145 -3.4008
H 1.3150 -4.4393 2.3037
H -5.3580 2.1205 0.9191
H -6.8628 1.9088 -3.2431
F 0.6474 0.8577 0.5341
H -4.8814 3.1813 -0.9677
H 5.7981 0.8210 3.6882
*
```

## Properties
LUMO energy (spin up / spin down)	0.37 / 0.38	eV
expectation value of S²	2.019
energy above the lowest of the compared OMol25 structures with the same formula, charge and spin	30.3	kcal/mol
gap between HOMO and LUMO (spin up / spin down)	0.282 / 0.290	hartree
calculated total energy	-166889.6560	eV
molar mass	927.3	g mol⁻¹

=====

ORCA calculation (ωB97M-V/def2-TZVPD) on a cluster of 2 separate species, C4H6Cl2F2 in total at a distorted geometry.

The geometry in ORCA input format:
```
! RIJCOSX wB97M-V def2-TZVPD def2/J DEFGRID3
* xyz 0 1
C -0.0004 0.6473 1.0228
C -1.1057 -0.1201 1.7248
H -1.7193 0.5682 2.3523
Cl 0.8391 -2.0665 -3.5074
C -0.3209 1.3754 -0.1870
F 1.0877 -0.0970 0.6941
C 1.1757 -1.2616 -2.1387
H 1.7362 -0.2670 -2.2113
H 1.5700 -1.9581 -1.3272
H -1.8501 -0.5104 1.1346
F 0.5475 1.6012 1.8904
H -0.6504 -0.8718 2.2733
H 0.4631 1.9137 -0.7628
Cl -1.7724 1.0467 -0.9578
*
```

## Properties
LUMO energy (spin up / spin down)	-0.47 / -0.10	eV
energy above the lowest of the compared OMol25 structures with the same formula, charge and spin	92.4	kcal/mol
gap between HOMO and LUMO (spin up / spin down)	0.294 / 0.319	hartree
calculated total energy	-34721.2827	eV
molar mass	163.0	g mol⁻¹

=====

ORCA calculation (ωB97M-V/def2-TZVPD) on the molecule CH3N3S at a distorted geometry.

The geometry in ORCA input format:
```
! RIJCOSX wB97M-V def2-TZVPD def2/J DEFGRID3
* xyz 0 1
N -1.3939 0.3414 0.2605
H -1.3657 -1.5171 1.4527
N -1.0042 -0.8031 0.7309
H 1.4776 1.2716 -0.1396
S 0.7694 -1.0807 0.3545
H 1.3445 0.3790 -1.5616
N -0.6806 0.9908 -0.4898
C 0.8530 0.4179 -0.6076
*
```

## Properties
LUMO energy	0.50	eV
energy above the lowest of the compared OMol25 structures with the same formula, charge and spin	31.2	kcal/mol
SMILES	C1N=NNS1
gap between HOMO and LUMO	0.330	hartree
calculated total energy	-16387.9244	eV
molar mass	89.1	g mol⁻¹

=====

ORCA calculation (ωB97M-V/def2-TZVPD) on a cluster of 2 separate species, C4H13N3 in total at a distorted geometry.

The geometry in ORCA input format:
```
! RIJCOSX wB97M-V def2-TZVPD def2/J DEFGRID3
* xyz 0 1
H 1.6782 1.9504 -1.3063
H -1.1170 2.6573 0.5625
N 0.3578 1.2201 0.1334
N 1.8889 -0.4625 -0.1865
H -2.8706 -0.2704 -0.5342
C -0.4383 1.9313 0.8905
C 2.9216 -1.4232 0.4479
H 1.4669 -0.8139 -1.0839
C -2.8942 -0.5707 0.4408
N 0.8537 0.0952 0.6428
C 0.5899 1.5925 -1.2348
H -3.2704 -1.5608 0.3155
H -2.0233 -0.3779 1.1095
H 3.1804 -0.9737 1.4840
H -0.8044 1.5338 1.9156
H 0.2644 0.8123 -1.8664
H 3.9463 -1.2021 -0.1300
H 0.2500 2.6100 -1.5334
H 2.5990 -2.5215 0.3950
H -3.6966 -0.0793 1.0252
*
```

## Properties
LUMO energy (spin up / spin down)	0.87 / 0.87	eV
energy above the lowest of the compared OMol25 structures with the same formula, charge and spin	131.5	kcal/mol
gap between HOMO and LUMO (spin up / spin down)	0.277 / 0.277	hartree
calculated total energy	-8823.7109	eV
molar mass	103.2	g mol⁻¹